ORCA calculation (wB97M-V/def2-TZVPD) on a cluster of 2 separate species, C4H9NO in total.

CARTESIAN COORDINATES (ANGSTROEM)
C1 -0.449322 1.815680 1.381780
C2 -1.804285 1.459621 1.550270
N1 -2.027484 0.597851 2.693132
H1 0.431146 1.399575 1.706076
H2 -0.248500 2.760731 0.880899
H3 -2.626986 1.949779 1.099834
H4 -1.383191 -0.014914 3.018159
H5 -2.988588 0.151006 2.588922
O1 0.220491 -0.455327 -2.688220
C3 1.069826 -1.398735 -2.815641
C4 1.988766 -1.556738 -1.609655
H6 1.324657 -1.980332 -3.715160
H7 2.998070 -1.768583 -2.008593
H8 1.357231 -2.229507 -1.101470
H9 2.138169 -0.730108 -0.980328

Cartesian forces (eV/Å) of the 6 atoms listed first:
C -5.220 1.880 -1.862
C 6.424 -0.863 3.162
N -6.327 1.984 -3.189
H 1.358 -1.538 1.429
H -0.193 -0.326 -0.594
H -0.617 0.326 -0.167

Properties
Kohn-Sham gap   8.881 eV
Charge   0
E_LUMO   1.0 eV

Löwdin atomic charge list, values in e, 2 entries: number 1, C, carries -0.024; number 2, C, carries -0.201



ORCA calculation (wB97M-V/def2-TZVPD) on the molecule C4H9NO.

CARTESIAN COORDINATES (ANGSTROEM)
C1 2.367586 -0.333872 0.155254
C2 1.169497 0.580380 -0.072056
C3 -0.135961 -0.104478 0.312593
O1 -0.187633 -0.973472 1.169284
N1 -1.239033 0.336696 -0.358225
C4 -2.559415 -0.199972 -0.111149
H1 2.300605 -1.228770 -0.471565
H2 3.303026 0.182786 -0.080740
H3 2.395793 -0.665193 1.195860
H4 1.262709 1.483086 0.546534
H5 1.127473 0.919864 -1.114830
H6 -1.126679 1.053903 -1.056436
H7 -2.999851 -0.593005 -1.033755
H8 -2.445121 -1.012557 0.607969
H9 -3.232992 0.554611 0.311268

Cartesian forces (eV/Å) of the 6 atoms listed first:
C 0.062 -0.059 0.021
C 0.027 0.040 -0.019
C -0.024 -0.063 0.078
O -0.004 0.268 -0.269
N 0.129 0.021 0.002
C -0.134 -0.068 0.055

Properties
Kohn-Sham gap   10.558 eV
Charge   0
E_LUMO   0.9 eV

Löwdin atomic charge list, values in e, 2 entries: number 1, C, carries -0.106; number 2, C, carries -0.176



ORCA calculation (wB97M-V/def2-TZVPD) on the molecule C4H9NO.

CARTESIAN COORDINATES (ANGSTROEM)
C1 0.739738 1.267133 1.069661
C2 1.006511 0.354926 -0.191944
O1 1.539123 -0.898267 0.134232
C3 -0.422568 0.091746 -0.670914
C4 -1.064186 -1.153489 -1.191383
N1 -0.926668 -0.936508 0.232385
H1 1.172419 0.786499 1.949742
H2 1.149316 2.276063 0.970095
H3 -0.331987 1.406062 1.298117
H4 1.661956 0.873296 -0.910136
H5 0.673078 -1.332419 0.465400
H6 -0.990622 1.008010 -0.813719
H7 -0.537515 -2.023381 -1.581562
H8 -2.072607 -1.022029 -1.581095
H9 -1.721854 -0.734746 0.815798

Cartesian forces (eV/Å) of the 6 atoms listed first:
C 0.257 -0.027 0.011
C -0.464 0.442 0.071
O -0.530 -0.244 0.498
C -0.218 0.193 0.079
C -0.137 -0.167 -0.160
N -0.495 -0.035 0.379

Properties
Kohn-Sham gap   10.503 eV
Charge   0
E_LUMO   1.0 eV

Löwdin atomic charge list, values in e, 2 entries: number 1, C, carries -0.042; number 2, C, carries -0.391



ORCA calculation (wB97M-V/def2-TZVPD) on the molecule C4H9NO.

CARTESIAN COORDINATES (ANGSTROEM)
C1 -1.837655 0.638328 -0.137400
N1 -0.486863 0.251334 -0.482390
C2 -0.261741 -1.180513 -0.468011
C3 0.352457 -0.307522 0.563368
C4 1.781288 0.208670 0.513457
O1 2.195564 0.470009 -0.801926
H1 -2.429917 0.712330 -1.054262
H2 -2.316702 -0.104300 0.520280
H3 -1.831213 1.610365 0.359804
H4 -1.123766 -1.761700 -0.134562
H5 0.295046 -1.610023 -1.293014
H6 -0.065770 -0.407666 1.568338
H7 2.484412 -0.511056 0.945613
H8 1.823060 1.121238 1.134077
H9 1.421805 0.870506 -1.233371

Cartesian forces (eV/Å) of the 6 atoms listed first:
C -0.191 0.113 0.066
N -0.115 0.041 0.003
C 0.027 -0.297 -0.131
C 0.073 0.043 0.122
C -0.046 -0.137 0.326
O -0.118 0.099 -0.160

Properties
Kohn-Sham gap   10.614 eV
Charge   0
E_LUMO   1.1 eV

Löwdin atomic charge list, values in e, 2 entries: number 1, C, carries -0.098; number 2, N, carries -0.152



ORCA calculation (wB97M-V/def2-TZVPD) on a cluster of 3 separate species, C4H9NO in total.

CARTESIAN COORDINATES (ANGSTROEM)
C1 -1.466080 -0.248058 -0.095412
C2 -0.513168 0.844014 -0.047029
O1 -0.286891 1.303444 1.149250
C3 0.586847 -0.249024 -0.642031
C4 1.939120 -0.068673 -0.060534
N1 1.149703 -1.245275 0.254675
H1 -2.471498 0.643990 1.144272
H2 -1.962791 -0.529391 -1.023068
H3 -1.331566 -1.027860 0.646207
H4 -0.627410 1.570009 -0.878566
H5 -1.805375 1.057492 1.492337
H6 0.517541 -0.477524 -1.704882
H7 2.004703 0.652211 0.748001
H8 2.794787 -0.160433 -0.727973
H9 1.472083 -2.064926 -0.255250

Cartesian forces (eV/Å) of the 6 atoms listed first:
C 0.043 -0.043 0.046
C -0.268 -0.112 -0.054
O -0.094 -0.035 0.022
C 0.045 0.028 -0.251
C 0.208 0.247 0.003
N 0.004 -0.158 0.023

Properties
Kohn-Sham gap   8.904 eV
Charge   0
E_LUMO   -0.2 eV

Löwdin atomic charge list, values in e, 2 entries: number 1, C, carries 0.071; number 2, C, carries -0.596



ORCA calculation (wB97M-V/def2-TZVPD) on the molecule C4H9NO.

CARTESIAN COORDINATES (ANGSTROEM)
C1 -1.256929 1.098257 -0.077379
N1 -0.687405 -0.024849 0.046365
C2 -1.438349 -1.243291 0.256540
C3 0.937118 -0.112998 -0.584756
O1 1.089613 -1.223940 -1.118512
C4 1.943290 0.374961 0.470416
H1 -2.134319 1.351146 0.499453
H2 0.700634 0.882943 -1.098080
H3 -0.917237 1.793720 -0.846581
H4 -1.601805 -1.621914 -0.763636
H5 -2.404608 -1.003631 0.703457
H6 -0.891804 -2.012322 0.798259
H7 2.441169 -0.440632 0.998589
H8 1.571358 1.138088 1.165395
H9 2.684286 0.859165 -0.177862

Cartesian forces (eV/Å) of the 6 atoms listed first:
C -0.357 -0.300 0.162
N -0.533 0.489 -0.205
C -0.116 -0.066 0.312
C 0.411 0.753 -0.434
O 0.083 0.128 -0.314
C 0.113 -0.132 0.074

Properties
Kohn-Sham gap   7.790 eV
Charge   0
E_LUMO   -0.2 eV

Löwdin atomic charge list, values in e, 2 entries: number 1, C, carries 0.060; number 2, N, carries -0.099



ORCA calculation (wB97M-V/def2-TZVPD) on a cluster of 2 separate species, C4H9NO in total.

CARTESIAN COORDINATES (ANGSTROEM)
C1 -1.259920 0.249009 -1.380731
C2 0.912249 0.568507 -2.579895
N1 0.190472 0.065997 -1.611892
H1 -1.505438 -0.642857 -0.736576
H2 -2.013291 0.296070 -2.161673
H3 -1.328989 1.128763 -0.704659
H4 1.970590 0.350368 -2.513758
H5 0.505276 1.170589 -3.394987
O1 -0.991507 0.602507 1.489577
C3 -0.355841 0.057315 2.361890
C4 0.948534 -0.816409 1.973912
H6 -0.712476 -0.150735 3.425294
H7 1.715852 -0.532287 2.853541
H8 1.327511 -0.483280 0.984135
H9 0.596978 -1.863558 1.995824

Cartesian forces (eV/Å) of the 6 atoms listed first:
C 0.860 -0.648 1.651
C -2.525 -1.177 2.409
N 1.313 1.041 -2.104
H -0.113 1.019 -0.621
H 0.461 0.207 -0.743
H -0.197 -0.596 -0.566

Properties
Kohn-Sham gap   10.317 eV
Charge   0
E_LUMO   1.1 eV

Löwdin atomic charge list, values in e, 2 entries: number 1, C, carries -0.156; number 2, C, carries -0.058



ORCA calculation (wB97M-V/def2-TZVPD) on a cluster of 2 separate species, C4H9NO in total.

CARTESIAN COORDINATES (ANGSTROEM)
O1 -1.905762 -1.857867 -0.752240
C1 -0.463668 -0.211841 0.710893
C2 -0.306648 1.297379 0.672069
N1 0.709284 1.323268 -0.393598
C3 1.734355 0.322329 -0.097736
C4 0.447737 -0.101477 -0.680690
H1 -2.469766 -1.087845 -0.888948
H2 0.137786 -0.810719 1.395663
H3 -1.496233 -0.496208 0.960509
H4 -1.221185 1.706893 0.222855
H5 -0.077667 1.843182 1.586242
H6 2.635958 0.446764 -0.687943
H7 1.900801 -0.014078 0.921552
H8 -1.029079 -1.465411 -0.835256
H9 0.439073 -0.403071 -1.744897

Cartesian forces (eV/Å) of the 6 atoms listed first:
O -0.447 -0.351 -0.684
C 0.432 0.046 -0.156
C -0.022 0.404 0.333
N 0.131 0.433 0.013
C 0.294 0.048 0.194
C -0.200 -0.214 0.335

Properties
Kohn-Sham gap   10.481 eV
Charge   0
E_LUMO   0.9 eV

Löwdin atomic charge list, values in e, 2 entries: number 1, O, carries -0.083; number 2, C, carries -0.114



Values for strongest force on any atom, eV/Å, ordered as above
7.36 0.38 1.50 0.36 0.33 1.26 3.68 1.17
Values for energy above the lowest of the compared OMol25 structures with the same formula, charge and spin, kcal per mole, ordered as above
89.11 6.19 60.48 51.28 158.19 87.90 73.59 96.59